{
  "formula": "C4H8Cl2Si",
  "method": "ωB97M-V with the def2-TZVPD basis set",
  "symbols": ["C", "C", "C", "C", "Si", "Cl", "Cl", "H", "H", "H", "H", "H", "H", "H", "H"],
  "coordinates": [[1.53135, 0.41455, 0.34587], [1.48312, -0.60328, -0.80116], [-1.06151, -1.17475, 1.19274], [-1.35461, 1.24657, -0.88277], [-0.26849, -0.05817, -0.07355], [2.38338, 1.93634, -0.17621], [2.19016, -2.11734, -0.45297], [1.93604, 0.20323, 1.37852], [1.86845, -0.23574, -1.79308], [-1.43741, -0.61592, 2.00255], [-1.98548, -1.61737, 0.91936], [-0.38073, -1.97439, 1.47806], [-1.26351, 1.36325, -1.96447], [-2.31602, 0.94423, -0.67014], [-1.32475, 2.28879, -0.50275]],
  "homo_energy_ev": -8.739,
  "homo_lumo_gap_ev": 9.33,
  "de_lowest_ev": 3.762
}

---

{
  "formula": "C4H8Cl2Si",
  "method": "ωB97M-V with the def2-TZVPD basis set",
  "symbols": ["C", "C", "C", "C", "Si", "Cl", "Cl", "H", "H", "H", "H", "H", "H", "H", "H"],
  "coordinates": [[-0.30249, 2.36279, 0.96635], [0.44996, 1.33031, 0.57261], [0.55504, -1.89596, 0.10600], [-2.09427, -0.63685, -0.42611], [-0.19238, -0.21569, -0.35746], [-3.09082, 0.73390, -0.88799], [-2.55357, -1.19046, 1.20797], [0.20574, 2.95888, 1.68086], [-1.26465, 2.40272, 0.71797], [1.44421, 1.19159, 0.89239], [1.40513, -1.79893, 0.84103], [-0.17790, -2.64561, 0.62361], [1.02116, -2.27733, -0.74859], [-2.16687, -1.47342, -1.12739], [-0.06615, 0.49411, -2.88149]],
  "homo_energy_ev": [-8.387, -8.392],
  "homo_lumo_gap_ev": [7.88, 7.89],
  "de_lowest_ev": 6.903
}